[1]
C4H28N2O11 | ωB97M-V/def2-TZVPD

Its spin multiplicity is 2. The total energy comes out at -1105.8530 Eh. The total charge is +1. As for the HOMO energy (spin up / spin down): -13.83 / -13.83 eV. The value obtained for the energy relative to the best compared isomer or geometry (same formula, charge and spin) is 420.1 kJ/mol.

The geometry in XYZ format:
```
45
C4H28N2O11 (ωB97M-V/def2-TZVPD)
O -3.181 -1.136 -1.761
O 0.869 1.658 -4.160
O 0.969 1.957 0.733
O -0.103 -2.895 -1.598
O 0.225 -1.096 -3.505
O 2.588 2.504 2.091
O 0.327 -0.623 -0.113
O -4.477 1.323 -1.032
O -1.810 2.332 2.347
O 0.845 3.200 -1.439
O 3.471 0.195 -2.832
N -0.143 0.212 2.330
N 0.817 -2.898 1.673
C 1.628 1.840 1.949
C 0.957 0.925 2.932
C -0.617 -1.037 2.859
C 0.559 -2.158 2.912
H 0.781 -3.175 -1.218
H -1.229 2.249 1.540
H 0.927 -1.313 -0.448
H 0.728 2.436 -1.784
H -1.091 -0.909 3.944
H -0.026 0.092 1.333
H -2.859 -0.885 -2.714
H 0.366 1.400 0.356
H 0.584 -0.484 -2.994
H 1.193 3.355 -0.557
H 1.033 -2.209 0.954
H -0.492 -0.720 -0.768
H 0.384 -2.806 3.805
H -0.580 -3.669 -1.994
H 3.901 0.520 -2.056
H 2.667 0.562 -3.205
H -4.485 1.188 -0.127
H 1.076 0.866 -4.718
H -3.571 1.721 -1.132
H -1.085 1.871 2.943
H 1.502 -1.608 3.274
H 0.087 -3.352 1.245
H 1.582 0.437 3.640
H 0.643 1.530 3.996
H -1.400 -1.258 2.149
H 0.086 2.077 -4.392
H -3.605 -0.409 -1.465
H -0.037 -1.808 -2.990
```

Atom charges from the Löwdin analysis, given in e for atoms 1 to 6:
1. O -0.052
2. O -0.023
3. O 0.066
4. O -0.078
5. O 0.030
6. O 0.216

[2]
C14H52N10O12 | ωB97M-V/def2-TZVPD

As for the SMILES: NC(N)=O.NC(N)=O.NC(N)=O.NC(N)=O.NC(N)=O.CCO.CCO.CO.CO.CO.CO.CO. The total energy comes out at -2015.1520 Eh. The total charge is 0. As for the HOMO energy: -9.62 eV. The value obtained for the energy relative to the best compared isomer or geometry (same formula, charge and spin) is 0.0 kJ/mol.

The geometry in XYZ format:
```
88
C14H52N10O12 (ωB97M-V/def2-TZVPD)
O -1.035 1.183 1.626
O 5.490 0.864 -1.887
O 1.545 3.926 -2.558
O 1.030 1.004 -3.911
O -1.365 3.199 -2.889
O 0.554 -2.024 3.117
O -4.586 -3.510 0.486
O 6.374 -0.793 0.275
O 2.501 -1.089 1.343
O -3.429 -1.783 4.668
O -4.630 -0.438 -0.187
O 0.495 0.081 -1.519
N -5.445 -2.776 2.419
N -0.659 3.202 0.684
N 3.998 0.597 1.281
N -3.164 -3.264 2.253
N -3.465 -0.074 3.222
N -2.465 1.987 0.096
N 3.853 1.447 -3.414
N 1.734 1.109 1.485
N -1.576 -0.467 4.530
N 3.535 -0.275 -1.772
C -0.222 -2.335 -1.012
C 0.350 -4.239 4.223
C -2.126 3.801 -3.932
C -4.412 -3.238 1.649
C -1.403 2.059 0.816
C -2.795 -0.932 4.125
C 1.186 -3.309 3.319
C 2.692 0.139 1.364
C -0.487 -0.879 -0.968
C 0.051 1.027 -4.934
C 4.362 0.663 -2.363
C 1.516 5.247 -2.019
C -6.033 -0.333 -0.147
C 7.280 -1.801 -0.328
H -1.053 0.009 3.818
H -3.076 1.191 0.139
H -1.070 -1.151 5.033
H -1.302 -0.857 -1.702
H 2.075 5.902 -2.735
H -2.588 -4.065 1.876
H 2.960 1.363 -3.927
H -2.427 2.505 -0.822
H 7.579 -1.366 -1.299
H -6.486 -1.286 -0.229
H 4.730 -0.125 1.299
H -0.699 -4.266 3.981
H 0.882 0.599 -0.816
H -0.402 3.201 -3.213
H 4.235 1.489 1.682
H 2.683 -0.713 -2.075
H 0.291 2.917 0.765
H -5.376 -2.643 3.414
H 0.517 5.554 -1.832
H 0.487 -3.976 5.276
H 4.553 2.084 -3.851
H -4.417 -1.372 -0.099
H -6.393 0.023 0.828
H -2.879 0.331 2.507
H 0.761 -5.261 4.078
H -0.818 -0.558 0.030
H -0.026 0.047 -5.426
H 6.708 -2.705 -0.567
H -0.218 -2.664 -2.075
H 1.204 -3.810 2.267
H 8.063 -2.062 0.309
H 1.980 1.999 1.785
H 3.935 -0.826 -1.055
H -6.407 0.305 -0.946
H -1.908 4.773 -4.170
H 2.225 -3.110 3.695
H -3.147 3.658 -3.796
H 0.498 1.567 -5.769
H 1.056 -1.652 2.401
H 0.608 0.711 -3.056
H 0.704 -2.629 -0.571
H -0.918 1.321 -4.550
H 2.039 5.305 -1.141
H -6.341 -2.836 1.887
H 6.156 -0.141 -0.345
H -4.268 -0.530 2.733
H -2.020 3.251 -4.825
H -3.190 -3.051 3.226
H -0.837 3.835 -0.009
H -1.115 -2.683 -0.465
H 2.431 3.592 -2.478
H 0.770 0.826 1.674
```

Atom charges from the Löwdin analysis, given in e for atoms 1 to 6:
1. O -0.046
2. O -0.014
3. O -0.129
4. O -0.179
5. O -0.148
6. O -0.128

[3]
C27H76F2N6O13S2 | ωB97M-V/def2-TZVPD

The total energy comes out at -3376.8272 Eh. The total charge is -2. As for the HOMO energy: -1.51 eV. The value obtained for the energy relative to the best compared isomer or geometry (same formula, charge and spin) is 111.7 kJ/mol.

The geometry in XYZ format:
```
126
C27H76F2N6O13S2 (ωB97M-V/def2-TZVPD)
S -4.673 -0.728 3.515
S -3.668 -1.939 1.701
F -2.217 -2.675 1.398
F -4.239 0.623 4.254
O -4.425 -3.155 1.969
O -3.888 -1.192 0.504
O -5.688 -0.175 2.584
O -1.919 1.849 2.621
O -0.942 5.612 -1.469
O -1.181 -3.318 4.073
O 2.377 1.419 -0.004
O 3.558 3.486 3.431
O -4.105 1.268 -3.419
O 2.912 -2.479 0.690
O 0.525 -0.585 0.700
O -5.238 -1.511 4.610
O 0.145 -2.376 -5.305
N 1.961 1.215 2.958
N 2.020 -5.452 -4.241
N -3.115 -1.106 2.903
N 1.456 -2.764 2.998
N -4.341 2.231 -6.966
N -0.154 2.291 5.051
C -0.281 -1.859 -4.022
C 4.159 2.201 2.992
C -3.868 1.207 -4.840
C 3.046 -3.126 -0.585
C 3.544 -2.202 -1.689
C 2.971 -3.409 -5.271
C -6.253 1.990 -5.465
C -2.042 2.875 3.648
C 3.865 2.776 -1.348
C -1.410 4.426 -0.865
C -0.325 -0.791 -0.405
C 3.851 4.616 2.537
C 3.348 1.010 3.438
C -2.316 -3.642 4.879
C -0.731 3.379 4.256
C 0.703 -3.994 2.651
C -2.912 1.897 1.556
C -3.116 0.685 -2.603
C 1.693 -5.079 2.471
C 2.830 1.704 -1.286
C -0.263 -4.345 3.850
C 1.788 -4.017 -4.500
C -4.780 2.259 -5.566
C 0.469 -3.706 -5.230
C -0.164 3.554 -0.599
C 0.137 3.946 3.100
C 3.928 -0.238 2.889
H 4.342 -1.547 -1.341
H 2.005 1.942 -1.957
H -2.850 -2.701 5.005
H 0.473 3.465 -1.479
H 2.911 -3.683 -6.324
H -3.892 2.129 1.973
H 4.232 2.181 1.904
H 4.681 2.575 -0.654
H 3.311 0.793 -1.642
H 2.090 -2.991 3.751
H 0.609 -1.427 -3.564
H -1.951 -4.119 5.789
H 1.744 0.699 0.052
H 0.727 2.545 5.474
H -6.494 1.964 -4.402
H -6.833 2.735 -6.011
H -0.960 4.189 4.949
H -4.107 0.201 -5.186
H -2.520 3.746 3.201
H 2.295 -5.209 3.370
H 2.184 1.221 1.973
H -6.631 1.030 -5.814
H -2.447 1.511 -2.358
H 2.128 -2.520 2.285
H -2.709 2.541 4.442
H 0.272 3.131 2.390
H 2.116 -1.942 0.674
H 2.848 -5.456 -3.664
H -3.024 -4.319 4.401
H 2.380 -4.794 1.674
H 0.415 4.045 0.184
H -1.995 3.811 -1.547
H 0.649 -4.059 -6.245
H -2.571 -0.156 -3.032
H 3.672 5.596 2.979
H 4.064 -0.169 1.810
H -2.582 2.533 0.734
H 0.385 -4.459 4.718
H -0.359 -4.285 -4.820
H -2.824 1.482 -4.991
H 1.135 4.304 3.352
H -0.726 -1.803 -0.459
H 3.747 -3.956 -0.507
H -0.482 2.538 -0.365
H 2.122 -3.656 -0.815
H 4.346 2.791 -2.326
H 1.718 2.169 3.181
H 4.891 4.653 2.213
H 5.210 2.186 3.281
H -0.625 2.151 5.934
H 1.324 -5.841 -3.622
H 3.366 0.875 4.520
H 2.670 -1.697 -2.102
H -0.332 4.729 2.505
H -0.899 -0.997 -4.277
H 1.308 -6.078 2.267
H 0.044 -0.621 -1.417
H 4.922 -0.475 3.266
H -0.690 -2.575 -3.309
H 3.508 3.786 -1.144
H 0.055 -3.808 1.794
H -3.481 2.759 -6.963
H 3.864 -2.795 -2.546
H -4.614 3.262 -5.174
H -3.565 0.362 -1.664
H -1.204 -0.146 -0.396
H 2.871 -2.324 -5.286
H -4.870 2.839 -7.575
H 3.226 4.470 1.656
H 3.318 -1.107 3.135
H 1.769 -3.672 -3.467
H -3.039 0.961 1.012
H -0.844 -5.252 3.681
H -2.067 4.503 0.001
H -0.741 6.241 -0.772
H 3.951 -3.662 -4.865
```

Atom charges from the Löwdin analysis, given in e for atoms 1 to 6:
1. S 0.576
2. S 0.450
3. F -0.227
4. F -0.211
5. O -0.315
6. O -0.302

> Look up the total charge of the first one.

+1

Repeat the second record exactly.
C14H52N10O12 | ωB97M-V/def2-TZVPD

As for the SMILES: NC(N)=O.NC(N)=O.NC(N)=O.NC(N)=O.NC(N)=O.CCO.CCO.CO.CO.CO.CO.CO. The total energy comes out at -2015.1520 Eh. The total charge is 0. As for the HOMO energy: -9.62 eV. The value obtained for the energy relative to the best compared isomer or geometry (same formula, charge and spin) is 0.0 kJ/mol.

The geometry in XYZ format:
```
88
C14H52N10O12 (ωB97M-V/def2-TZVPD)
O -1.035 1.183 1.626
O 5.490 0.864 -1.887
O 1.545 3.926 -2.558
O 1.030 1.004 -3.911
O -1.365 3.199 -2.889
O 0.554 -2.024 3.117
O -4.586 -3.510 0.486
O 6.374 -0.793 0.275
O 2.501 -1.089 1.343
O -3.429 -1.783 4.668
O -4.630 -0.438 -0.187
O 0.495 0.081 -1.519
N -5.445 -2.776 2.419
N -0.659 3.202 0.684
N 3.998 0.597 1.281
N -3.164 -3.264 2.253
N -3.465 -0.074 3.222
N -2.465 1.987 0.096
N 3.853 1.447 -3.414
N 1.734 1.109 1.485
N -1.576 -0.467 4.530
N 3.535 -0.275 -1.772
C -0.222 -2.335 -1.012
C 0.350 -4.239 4.223
C -2.126 3.801 -3.932
C -4.412 -3.238 1.649
C -1.403 2.059 0.816
C -2.795 -0.932 4.125
C 1.186 -3.309 3.319
C 2.692 0.139 1.364
C -0.487 -0.879 -0.968
C 0.051 1.027 -4.934
C 4.362 0.663 -2.363
C 1.516 5.247 -2.019
C -6.033 -0.333 -0.147
C 7.280 -1.801 -0.328
H -1.053 0.009 3.818
H -3.076 1.191 0.139
H -1.070 -1.151 5.033
H -1.302 -0.857 -1.702
H 2.075 5.902 -2.735
H -2.588 -4.065 1.876
H 2.960 1.363 -3.927
H -2.427 2.505 -0.822
H 7.579 -1.366 -1.299
H -6.486 -1.286 -0.229
H 4.730 -0.125 1.299
H -0.699 -4.266 3.981
H 0.882 0.599 -0.816
H -0.402 3.201 -3.213
H 4.235 1.489 1.682
H 2.683 -0.713 -2.075
H 0.291 2.917 0.765
H -5.376 -2.643 3.414
H 0.517 5.554 -1.832
H 0.487 -3.976 5.276
H 4.553 2.084 -3.851
H -4.417 -1.372 -0.099
H -6.393 0.023 0.828
H -2.879 0.331 2.507
H 0.761 -5.261 4.078
H -0.818 -0.558 0.030
H -0.026 0.047 -5.426
H 6.708 -2.705 -0.567
H -0.218 -2.664 -2.075
H 1.204 -3.810 2.267
H 8.063 -2.062 0.309
H 1.980 1.999 1.785
H 3.935 -0.826 -1.055
H -6.407 0.305 -0.946
H -1.908 4.773 -4.170
H 2.225 -3.110 3.695
H -3.147 3.658 -3.796
H 0.498 1.567 -5.769
H 1.056 -1.652 2.401
H 0.608 0.711 -3.056
H 0.704 -2.629 -0.571
H -0.918 1.321 -4.550
H 2.039 5.305 -1.141
H -6.341 -2.836 1.887
H 6.156 -0.141 -0.345
H -4.268 -0.530 2.733
H -2.020 3.251 -4.825
H -3.190 -3.051 3.226
H -0.837 3.835 -0.009
H -1.115 -2.683 -0.465
H 2.431 3.592 -2.478
H 0.770 0.826 1.674
```

Atom charges from the Löwdin analysis, given in e for atoms 1 to 6:
1. O -0.046
2. O -0.014
3. O -0.129
4. O -0.179
5. O -0.148
6. O -0.128